Here is a 8-piece molecular cluster, C30H65N4O10 overall at a distorted geometry from the OMol25 dataset. Energies are from ωB97M-V with the def2-TZVPD basis set.

CARTESIAN COORDINATES (ANGSTROEM)
C1 -5.46 4.38 -0.40
C2 -4.34 5.18 -0.99
O1 -4.42 6.36 -1.23
O2 -3.19 4.49 -1.21
C3 -2.65 4.58 -2.54
C4 -1.17 4.26 -2.51
C5 -0.80 3.03 -1.66
C6 0.08 2.01 -2.43
C7 1.44 1.67 -1.80
C8 1.54 0.27 -1.23
C9 2.97 -0.09 -0.81
C10 2.97 -1.08 0.35
N1 4.31 -1.70 0.54
C11 4.78 -1.76 1.96
C12 5.15 -3.18 2.39
C13 3.92 -4.04 2.65
C14 4.22 -5.43 3.19
C15 4.14 -6.50 2.12
O3 3.80 -6.25 0.98
N2 4.48 -7.78 2.59
C16 3.79 -8.90 2.00
C17 3.90 -9.24 0.65
C18 3.21 -10.34 0.16
C19 2.44 -11.12 1.01
C20 2.34 -10.79 2.35
C21 3.01 -9.68 2.84
C22 6.13 -3.79 1.39
N3 5.79 -3.39 -0.01
C23 4.58 -2.79 -0.19
N4 3.73 -3.27 -1.10
H1 -5.19 3.34 -0.29
H2 -5.68 4.78 0.59
H3 -6.33 4.49 -1.04
H4 -3.20 3.90 -3.21
H5 -2.79 5.59 -2.92
H6 -0.66 5.14 -2.11
H7 -0.83 4.15 -3.54
H8 -0.32 3.36 -0.75
H9 -1.72 2.53 -1.36
H10 0.27 2.40 -3.43
H11 -0.51 1.10 -2.58
H12 1.65 2.41 -1.03
H13 2.19 1.81 -2.58
H14 0.90 0.20 -0.34
H15 1.18 -0.46 -1.95
H16 3.57 -0.47 -1.65
H17 3.45 0.82 -0.45
H18 2.75 -0.53 1.25
H19 2.18 -1.82 0.25
H20 5.65 -1.11 2.06
H21 4.01 -1.38 2.61
H22 5.70 -3.07 3.32
H23 3.32 -4.11 1.74
H24 3.30 -3.50 3.38
H25 3.50 -5.70 3.96
H26 5.23 -5.48 3.61
H27 5.48 -7.92 2.63
H28 4.50 -8.63 -0.01
H29 3.27 -10.59 -0.89
H30 1.92 -11.99 0.63
H31 1.75 -11.39 3.03
H32 2.96 -9.42 3.89
H33 6.16 -4.87 1.45
H34 7.13 -3.43 1.61
H35 5.83 -4.21 -0.60
H36 2.73 -3.17 -1.03
H37 4.08 -3.80 -1.88
C24 2.87 5.02 -1.84
O4 2.13 5.40 -2.99
H38 3.31 4.05 -2.02
H39 3.67 5.74 -1.63
H40 2.20 4.96 -0.97
H41 1.74 6.26 -2.79
C25 -0.25 2.43 2.26
O5 0.77 3.00 1.44
H42 -1.08 2.18 1.61
H43 0.10 1.52 2.76
H44 -0.59 3.14 3.02
H45 1.51 3.23 2.02
C26 -9.40 4.93 -1.44
O6 -8.24 4.71 -2.25
H46 -9.20 4.55 -0.44
H47 -9.60 6.00 -1.37
H48 -10.27 4.42 -1.85
H49 -8.44 5.08 -3.11
C27 -7.46 7.58 -0.14
O7 -6.25 8.33 -0.14
H50 -8.07 7.91 0.71
H51 -8.03 7.74 -1.06
H52 -7.25 6.51 -0.04
H53 -5.74 8.00 -0.89
C28 0.01 -14.03 4.45
O8 0.53 -13.26 3.36
H54 -0.52 -13.34 5.10
H55 -0.69 -14.79 4.10
H56 0.81 -14.51 5.01
H57 0.99 -13.87 2.78
C29 -8.61 8.46 -3.99
O9 -9.48 7.43 -3.51
H58 -7.95 8.73 -3.17
H59 -8.01 8.12 -4.83
H60 -9.18 9.34 -4.28
H61 -10.07 7.19 -4.23
C30 0.79 7.87 0.15
O10 1.24 7.66 -1.19
H62 0.46 6.90 0.53
H63 1.59 8.24 0.78
H64 -0.05 8.56 0.18
H65 1.53 8.51 -1.54

The total energy is -2153.20334 hartree. As for the HOMO-LUMO gap: 0.3049 Eh. Its charge is +1. The spin multiplicity is 1.